(1)
Computed, not measured: a molecular structure, C23H28BN2OSc in a non-equilibrium geometry, with wB97M-V/def2-TZVPD.

```
56
Properties=species:S:1:pos:R:3:nbo_charge:R:1
C -2.2982 -2.0038 -0.1569 -0.34
C -1.3099 -1.7512 -1.1530 -0.22
C -0.0415 -1.7002 -0.5158 -0.34
H -1.4754 -1.7161 -2.2297 0.23
C -0.2426 -1.8952 0.8940 -0.35
C -1.6353 -2.1035 1.1065 -0.27
H 0.5445 -2.0308 1.6342 0.23
C -3.3794 1.8313 -0.6283 -0.22
C -3.0418 0.9342 -1.6767 -0.28
C -1.6598 1.0865 -1.9621 -0.30
H -3.7367 0.2735 -2.1883 0.24
C -1.1132 2.0368 -1.0396 -0.16
C -2.2065 2.5298 -0.2366 -0.34
H 0.9226 -1.6703 -1.0266 0.25
H -2.0928 -2.3503 2.0624 0.26
H -3.3581 -2.1653 -0.3451 0.26
H -2.1266 3.3507 0.4778 0.25
H -1.1212 0.6435 -2.7970 0.24
H -4.3739 1.9829 -0.2183 0.25
Sc -1.4525 0.2088 0.3893 1.17
C 0.3505 2.3307 -0.7764 -0.02
C 0.4610 3.8246 -0.3833 -0.60
C 1.2365 2.0177 -1.9892 -0.61
H -0.0859 4.4560 -1.1053 0.22
H 1.5035 4.1702 -0.3657 0.22
H 0.0380 4.0111 0.6111 0.23
H 0.8520 2.4895 -2.9040 0.23
H 1.2957 0.9396 -2.1728 0.21
H 2.2560 2.3847 -1.8083 0.22
C 0.7876 1.3454 0.3877 -0.50
C 2.0042 1.7513 1.2199 0.70
H 0.9878 0.3483 -0.0424 0.29
H 0.0048 1.3116 1.1918 0.19
O 2.0172 2.8864 1.7003 -0.58
N 3.0479 0.8506 1.4422 -0.65
C 2.9088 -0.5641 1.8825 -0.25
H 3.7889 1.3342 1.9525 0.41
C 3.1986 -1.5487 0.7634 0.04
C 3.0468 -2.9288 0.9783 -0.25
H 2.8168 -3.2898 1.9869 0.22
C 3.1895 -3.8197 -0.0889 -0.20
H 3.0188 -4.8827 0.0740 0.22
C 3.5488 -3.3485 -1.3543 -0.22
H 3.6361 -4.0391 -2.1896 0.22
C 3.8116 -1.9912 -1.5408 -0.20
H 4.1369 -1.6037 -2.5034 0.22
C 3.6655 -1.0921 -0.4747 -0.27
H 3.9181 -0.0313 -0.5711 0.23
H 1.9117 -0.7474 2.3259 0.21
H 3.6455 -0.7479 2.6879 0.23
B -5.7954 -0.3099 1.7844 -0.63
C -4.2969 -0.0340 1.8057 0.49
N -3.1394 0.1659 1.7810 -0.66
H -6.0527 -1.0442 0.8506 0.03
H -6.3801 0.7394 1.6306 0.03
H -6.1368 -0.8254 2.8232 0.04
```

HOMO-LUMO gap (eV): 8.25
HOMO energy (eV): -8.61

(2)
Computed, not measured: 3 unconnected molecules or ions with the total composition C23H28BrF2NO2 in a non-equilibrium geometry, with wB97M-V/def2-TZVPD.

```
57
Properties=species:S:1:pos:R:3:nbo_charge:R:1
C 4.8169 -3.7403 -0.2852 -0.30
C 3.4998 -3.5748 0.2024 -0.06
C 1.8876 -3.2795 0.3710 -0.46
C 1.5675 -2.1713 1.5821 -0.41
C 2.5446 -0.8733 1.3669 -0.50
C 1.9421 0.5524 1.9063 0.27
C 3.2084 1.3122 2.6920 -0.66
Br 0.5223 0.3274 3.3540 -0.01
O 1.5123 1.4882 0.8558 -0.56
C 0.6615 0.8456 -0.1573 0.92
O -0.4027 0.0672 0.0735 -0.60
N 0.9879 1.1423 -1.6198 -0.67
C 1.8694 0.0786 -2.2358 -0.24
C 3.4781 0.4069 -2.2055 -0.43
C 3.9156 1.7847 -2.9860 -0.64
H 5.9366 -3.7222 -0.6634 0.29
H 1.3882 -2.8080 -0.6039 0.23
H 1.2594 -4.2289 0.6498 0.25
H 1.8880 -2.6886 2.5856 0.22
H 0.4205 -1.9538 1.5042 0.26
H 2.8496 -0.8617 0.2264 0.24
H 3.5538 -1.1179 1.9559 0.25
H 3.8080 2.0387 1.9870 0.24
H 2.6773 2.0190 3.4944 0.23
H 3.8742 0.5674 3.3034 0.24
H 1.4374 2.0958 -1.6794 0.39
H 1.6481 -1.0109 -1.8143 0.22
H 1.5665 0.0215 -3.3888 0.21
H 4.0079 -0.4849 -2.7945 0.22
H 3.9471 0.4504 -1.1300 0.21
H 3.3049 2.7198 -2.6365 0.20
H 5.0593 1.9713 -2.7384 0.23
H 3.8299 1.6940 -4.1618 0.22
F -5.0636 5.0000 -3.4400 -0.32
C -4.2543 4.1438 -2.8022 0.40
C -4.2676 2.7986 -3.1539 -0.29
C -3.4215 1.9077 -2.4936 -0.19
C -2.5785 2.3707 -1.4804 -0.22
C -2.5761 3.7220 -1.1310 -0.20
C -3.4142 4.6144 -1.7991 -0.29
H -4.9351 2.4557 -3.9377 0.23
H -3.4187 0.8553 -2.7666 0.22
H -1.9220 1.6748 -0.9626 0.23
H -1.9222 4.0793 -0.3393 0.22
H -3.4187 5.6695 -1.5465 0.23
F -3.9468 -5.0040 1.9556 -0.32
C -3.7780 -3.6938 2.1779 0.40
C -3.0472 -2.9345 1.2706 -0.29
C -2.8754 -1.5693 1.4990 -0.19
C -3.4279 -0.9801 2.6390 -0.23
C -4.1555 -1.7517 3.5463 -0.19
C -4.3364 -3.1145 3.3118 -0.29
H -2.6184 -3.4110 0.3951 0.22
H -2.3124 -0.9654 0.7918 0.24
H -3.2899 0.0839 2.8190 0.22
H -4.5810 -1.2917 4.4349 0.22
H -4.9067 -3.7273 4.0020 0.23
```

HOMO-LUMO gap (eV): 9.26
SMILES string: C#CCCC[C@](C)(Br)OC(=O)NCCC.Fc1ccccc1.Fc1ccccc1
HOMO energy (eV): -9.03

(3)
Computed, not measured: 9 unconnected molecules or ions with the total composition C23H28Cl16N2O in a non-equilibrium geometry, with wB97M-V/def2-TZVPD.

```
70
Properties=species:S:1:pos:R:3:nbo_charge:R:1
C 4.3148 0.2977 0.5328 -0.24
C 4.1657 0.5345 -0.8643 -0.23
C 3.3031 -0.2510 -1.6566 -0.21
C 2.5379 -1.3254 -1.1162 0.28
O 1.7417 -2.0704 -1.9561 -0.51
C 0.3946 -2.2209 -1.4724 -0.10
C -0.2402 -0.8312 -1.2483 -0.03
C -0.4973 -0.0170 -2.4457 -0.20
C -1.0325 1.2491 -2.2528 -0.20
C -1.3747 1.7648 -0.9384 0.08
N -1.8933 3.0308 -0.8767 -0.37
C -2.1960 3.4021 0.3634 -0.03
C -1.9926 2.5557 1.5195 -0.02
N -1.4551 1.3371 1.5109 -0.38
C -1.1528 0.9665 0.2255 0.19
C -0.5598 -0.3514 0.0258 -0.23
C 2.6778 -1.5644 0.2827 -0.29
C 3.5429 -0.7752 1.0829 -0.21
H 4.9746 0.9315 1.1342 0.23
H 4.7467 1.3532 -1.3433 0.21
H 3.1999 -0.0723 -2.7383 0.21
H 0.4126 -2.7634 -0.5085 0.19
H -0.2357 -2.7543 -2.2096 0.21
H -0.2711 -0.3931 -3.4541 0.23
H -1.2137 1.8741 -3.1414 0.23
H -2.6416 4.4027 0.4960 0.20
H -2.2911 2.9694 2.5096 0.20
H -0.3530 -1.0577 0.8604 0.24
H 2.1058 -2.3996 0.7212 0.22
H 3.6501 -0.9519 2.1637 0.22
Cl -3.2668 4.1470 3.9469 -0.01
C -4.1887 3.0649 5.0022 -0.39
Cl -5.2562 2.0127 4.0693 -0.01
H -3.4937 2.4507 5.5656 0.22
H -4.7882 3.6643 5.6795 0.23
Cl 5.2910 5.0715 -0.5824 -0.02
C 6.3076 4.2705 -1.7838 -0.39
Cl 5.5624 2.7723 -2.3638 0.00
H 6.4514 4.9402 -2.6257 0.22
H 7.2648 4.0322 -1.3316 0.22
Cl -1.8421 2.6003 -5.5026 -0.03
C -2.4186 4.0902 -4.7428 -0.40
Cl -2.2450 5.4797 -5.8228 -0.03
H -3.4675 3.9657 -4.4889 0.23
H -1.8400 4.2703 -3.8410 0.23
Cl 6.2889 -1.2626 1.1641 0.00
C 8.0418 -1.5009 1.2694 -0.40
Cl 8.5864 -1.6093 2.9511 -0.04
H 8.3041 -2.4215 0.7571 0.22
H 8.5379 -0.6599 0.7953 0.22
Cl 0.7735 -0.7435 3.1294 -0.01
C -0.5157 -0.8919 4.3310 -0.39
Cl -1.9937 -1.5439 3.6159 -0.02
H -0.1859 -1.5596 5.1207 0.22
H -0.7254 0.0913 4.7400 0.22
Cl -4.7795 3.0097 -2.8981 -0.03
C -5.6677 3.3936 -1.4191 -0.39
Cl -6.9046 2.1806 -1.0726 -0.02
H -4.9661 3.4265 -0.5910 0.22
H -6.1472 4.3598 -1.5393 0.22
Cl -1.2884 -6.2928 0.4767 -0.04
C -1.9921 -4.9641 1.4114 -0.39
Cl -0.7884 -3.7288 1.7878 -0.02
H -2.7897 -4.5118 0.8304 0.23
H -2.3897 -5.3611 2.3399 0.23
Cl -4.1061 -9.3378 -2.2370 -0.02
C -3.7761 -8.6183 -0.6564 -0.40
Cl -5.1305 -7.6204 -0.1100 -0.03
H -3.6114 -9.4130 0.0642 0.22
H -2.8892 -7.9969 -0.7306 0.23
```

HOMO-LUMO gap (eV): 8.08
SMILES string: c1ccc(OCc2ccc3nccnc3c2)cc1.ClCCl.ClCCl.ClCCl.ClCCl.ClCCl.ClCCl.ClCCl.ClCCl
HOMO energy (eV): -8.27

(4)
Computed, not measured: 5 unconnected molecules or ions with the total composition C23H28ClN4S in a non-equilibrium geometry, with wB97M-V/def2-TZVPD.

```
57
Properties=species:S:1:pos:R:3:nbo_charge:R:1
C -0.4132 1.6749 1.2743 -0.62
C -1.7315 0.9855 1.6802 -0.44
C -2.7722 0.9652 0.5367 -0.33
S -4.2276 2.0187 0.8645 0.41
Cl -3.3007 -0.6693 0.1680 0.07
H -0.4306 2.0411 0.2518 0.21
H 0.4148 0.9777 1.3492 0.25
H -0.2317 2.4876 1.9695 0.23
H -1.5429 -0.0412 1.9720 0.26
H -2.1456 1.4836 2.5522 0.21
H -2.3185 1.3830 -0.3567 0.27
H -4.6432 1.7292 2.1128 0.21
H -3.7394 3.2935 0.9405 0.25
N -3.5223 5.1133 2.4840 -0.48
C -4.8113 5.4704 2.4789 0.01
C -5.4586 6.0344 3.5643 -0.25
C -4.7334 6.2390 4.7271 -0.14
C -3.3969 5.8761 4.7531 -0.24
C -2.8407 5.3225 3.6122 0.03
H -5.3453 5.2974 1.5491 0.19
H -6.5022 6.3076 3.4992 0.24
H -5.2021 6.6773 5.5980 0.23
H -2.7950 6.0219 5.6385 0.24
H -1.7961 5.0340 3.5888 0.20
N 0.6609 -1.9073 -0.6437 -0.45
C -0.3900 -1.9814 -1.4594 0.02
C -0.2935 -2.0918 -2.8379 -0.27
C 0.9691 -2.1269 -3.4080 -0.14
C 2.0746 -2.0516 -2.5778 -0.23
C 1.8668 -1.9451 -1.2126 0.03
H -1.3552 -1.9441 -0.9676 0.18
H -1.1847 -2.1507 -3.4482 0.22
H 1.0899 -2.2158 -4.4771 0.24
H 3.0768 -2.0777 -2.9805 0.23
H 2.7069 -1.8890 -0.5291 0.19
N 2.0946 -4.6789 -4.9188 -0.44
C 2.8657 -4.7467 -6.0040 0.03
C 2.8857 -5.8296 -6.8684 -0.26
C 2.0607 -6.9070 -6.5909 -0.16
C 1.2533 -6.8558 -5.4665 -0.26
C 1.3074 -5.7239 -4.6691 0.03
H 3.4986 -3.8840 -6.1832 0.19
H 3.5315 -5.8276 -7.7353 0.23
H 2.0475 -7.7727 -7.2401 0.22
H 0.5955 -7.6752 -5.2121 0.22
H 0.6906 -5.6413 -3.7799 0.19
N 4.1487 1.9863 2.3217 -0.41
C 4.4357 1.6825 3.5859 0.04
C 4.1277 0.4650 4.1750 -0.26
C 3.4819 -0.4916 3.4095 -0.17
C 3.1750 -0.1931 2.0911 -0.27
C 3.5311 1.0534 1.5998 0.02
H 4.9393 2.4598 4.1497 0.20
H 4.3887 0.2735 5.2065 0.22
H 3.2232 -1.4541 3.8317 0.22
H 2.6687 -0.9101 1.4587 0.22
H 3.3134 1.3293 0.5726 0.19
```

Net charge: +1
HOMO-LUMO gap (eV): 7.91
HOMO energy (eV): -11.22